The following is a quantum chemistry calculation of a molecular structure, C57H59F6N6O5P2RbS6 at a distorted geometry, from the Open Molecules 2025 dataset.

Calculated values
Multiplicity ... 1
Relative energy (zero: lowest compared OMol25 entry of this formula, charge and spin) ... 5.0 kcal per mole
Charge ... -2
Orbital gap ... 0.113 Ha

CARTESIAN COORDINATES (ANGSTROEM)
Rb: 0.25 0.97 -1.78
F: -1.48 3.32 -5.27
C: -1.69 2.12 -4.72
F: -2.51 1.44 -5.54
F: -0.53 1.46 -4.69
S: -2.56 2.36 -3.06
O: -2.09 1.31 -2.19
O: -3.94 2.36 -3.46
N: -2.12 3.79 -2.58
S: -0.62 3.92 -2.08
O: -0.36 3.63 -0.70
O: 0.33 3.34 -3.02
C: -0.46 5.72 -2.33
F: -0.87 6.07 -3.55
F: 0.83 6.04 -2.21
F: -1.17 6.39 -1.43
C: 3.56 -0.50 2.07
N: 3.49 0.79 2.75
C: 3.47 1.95 1.88
P: 1.82 2.25 1.01
C: 2.37 3.94 0.47
C: 3.35 3.98 -0.52
C: 3.88 5.19 -0.96
C: 3.42 6.39 -0.42
C: 2.40 6.36 0.52
C: 1.87 5.15 0.96
C: 0.77 2.60 2.48
C: 1.14 3.39 3.57
C: 0.30 3.53 4.66
C: -0.93 2.87 4.68
C: -1.31 2.09 3.60
C: -0.47 1.97 2.50
C: 3.69 0.90 4.12
C: 3.50 -0.21 4.96
C: 3.69 -0.12 6.33
C: 4.08 1.07 6.93
C: 4.28 2.17 6.11
C: 4.10 2.09 4.74
P: 2.09 -1.18 1.09
C: 0.91 -1.74 2.39
C: 0.17 -2.91 2.18
C: -0.74 -3.35 3.13
C: -0.94 -2.62 4.30
C: -0.25 -1.43 4.49
C: 0.66 -0.99 3.53
C: 3.01 -2.75 0.75
C: 3.22 -3.73 1.73
C: 3.98 -4.85 1.44
C: 4.54 -5.02 0.18
C: 4.34 -4.05 -0.79
C: 3.58 -2.91 -0.50
H: 3.89 -1.27 2.77
H: 4.33 -0.44 1.29
H: 4.21 1.84 1.08
H: 3.71 2.86 2.42
H: 3.70 3.06 -0.97
H: 4.64 5.20 -1.73
H: 3.82 7.33 -0.77
H: 2.00 7.29 0.91
H: 1.06 5.15 1.67
H: 2.10 3.89 3.58
H: 0.61 4.13 5.51
H: -1.58 2.97 5.54
H: -2.26 1.56 3.59
H: -0.79 1.35 1.67
H: 3.16 -1.16 4.56
H: 3.51 -1.00 6.94
H: 4.22 1.14 8.00
H: 4.59 3.12 6.54
H: 4.29 2.98 4.15
H: 0.29 -3.47 1.26
H: -1.30 -4.25 2.94
H: -1.64 -2.97 5.04
H: -0.42 -0.83 5.38
H: 1.16 -0.04 3.69
H: 2.77 -3.63 2.71
H: 4.13 -5.61 2.21
H: 5.11 -5.91 -0.06
H: 4.74 -4.18 -1.79
H: 3.43 -2.16 -1.27
S: 2.54 -0.61 -3.12
C: -6.11 1.46 -0.89
C: -5.42 0.18 -1.32
N: -4.37 -0.13 -0.36
C: -3.21 -0.82 -0.56
S: -1.96 -0.75 0.61
N: -3.02 -1.66 -1.59
C: -3.88 -2.17 -2.66
C: -3.58 -1.53 -4.00
H: -6.92 1.69 -1.58
H: -5.41 2.30 -0.90
H: -6.53 1.37 0.12
H: -5.01 0.31 -2.31
H: -6.15 -0.63 -1.34
H: -4.23 0.55 0.37
H: -2.04 -1.89 -1.72
H: -4.92 -2.06 -2.38
H: -3.67 -3.24 -2.71
H: -3.82 -0.46 -4.00
H: -4.18 -2.01 -4.79
H: -2.53 -1.65 -4.25
S: -3.32 3.48 0.86
C: -3.53 4.31 2.25
N: -4.13 3.67 3.34
C: -4.42 4.26 4.49
C: -4.06 5.54 4.70
C: -3.37 6.17 3.62
N: -3.13 5.63 2.48
H: -4.39 2.71 3.16
H: -4.94 3.66 5.23
H: -4.27 6.06 5.63
H: -3.02 7.20 3.74
O: -0.31 -1.26 -3.03
S: 1.02 -1.95 -2.75
C: -0.88 -4.41 -1.78
C: -0.13 -5.57 -1.83
C: 1.00 -5.84 -0.96
C: 1.74 -7.00 -1.05
C: 1.45 -8.01 -1.98
C: 0.38 -7.78 -2.86
C: -0.38 -6.62 -2.80
C: 1.29 -3.13 -4.16
C: 0.28 -2.94 -5.25
C: 0.17 -1.72 -5.93
C: -0.82 -1.54 -6.89
C: -1.71 -2.57 -7.19
C: -1.61 -3.78 -6.51
C: -0.63 -3.95 -5.54
H: -1.68 -4.23 -2.50
H: -0.71 -3.64 -1.03
H: 1.28 -5.08 -0.24
H: 2.58 -7.13 -0.37
H: 2.04 -8.92 -2.03
H: 0.14 -8.52 -3.61
H: -1.20 -6.49 -3.50
H: 1.22 -4.12 -3.70
H: 2.31 -2.92 -4.48
H: 0.85 -0.92 -5.69
H: -0.90 -0.59 -7.40
H: -2.48 -2.42 -7.94
H: -2.30 -4.58 -6.73
H: -0.55 -4.89 -5.00

=====

The following is a quantum chemistry calculation of a molecular structure, C57H67AsN6PS2V, from the Open Molecules 2025 dataset.

Calculated values
Multiplicity ... 4
Relative energy (zero: lowest compared OMol25 entry of this formula, charge and spin) ... 0.2 kcal per mole
Charge ... +1
Expectation value of S² ... 3.801
Orbital gap (alpha / beta) ... 0.243 / 0.261 Ha

CARTESIAN COORDINATES (ANGSTROEM)
V: 0.08 -0.02 0.01
N: -1.55 -0.78 -1.20
C: -1.38 -1.87 -2.17
C: -0.34 -2.85 -1.67
N: 0.87 -2.20 -1.12
C: 1.86 -1.89 -2.16
C: 1.54 -0.61 -2.89
N: 1.23 0.46 -1.92
C: 1.44 -3.09 -0.10
C: 0.66 -2.93 1.18
N: 0.72 -1.50 1.54
H: -2.32 -0.96 -0.57
H: -1.79 0.06 -1.74
H: -1.12 -1.43 -3.13
H: -2.32 -2.41 -2.32
H: -0.05 -3.54 -2.48
H: -0.78 -3.45 -0.88
H: 1.96 -2.72 -2.87
H: 2.83 -1.78 -1.66
H: 0.68 -0.72 -3.55
H: 2.38 -0.33 -3.52
H: 0.58 1.14 -2.34
H: 2.08 0.96 -1.68
H: 2.48 -2.80 0.07
H: 1.45 -4.14 -0.42
H: 1.08 -3.56 1.97
H: -0.39 -3.20 1.08
H: 1.67 -1.30 1.85
H: 0.13 -1.36 2.36
S: -1.53 1.63 -3.55
C: -2.66 2.20 -2.40
N: -3.96 2.36 -2.75
C: -4.97 2.76 -1.79
C: -4.36 3.75 -0.83
N: -3.17 3.17 -0.23
C: -2.85 3.70 1.09
C: -3.42 2.92 2.25
C: -2.89 3.13 3.52
C: -3.35 2.42 4.61
C: -4.37 1.48 4.45
C: -4.91 1.28 3.19
C: -4.44 1.99 2.10
C: -2.27 2.54 -1.06
S: -0.64 2.34 -0.51
C: -4.49 2.01 -4.07
C: -5.03 3.23 -4.78
C: -6.33 3.26 -5.26
C: -6.82 4.39 -5.91
C: -6.00 5.50 -6.07
C: -4.70 5.47 -5.60
C: -4.22 4.35 -4.95
H: -5.36 1.89 -1.26
H: -5.79 3.23 -2.33
H: -5.07 4.00 -0.04
H: -4.11 4.68 -1.37
H: -3.23 4.73 1.12
H: -1.77 3.77 1.20
H: -2.08 3.84 3.64
H: -2.91 2.58 5.59
H: -4.73 0.92 5.30
H: -5.70 0.55 3.06
H: -4.85 1.80 1.12
H: -5.28 1.26 -3.94
H: -3.68 1.56 -4.64
H: -6.97 2.40 -5.12
H: -7.84 4.40 -6.28
H: -6.38 6.38 -6.58
H: -4.06 6.33 -5.73
H: -3.20 4.32 -4.58
C: 2.51 0.71 2.90
C: 3.61 1.43 3.65
As: 3.78 0.60 5.44
C: 4.94 1.93 6.28
C: 5.87 2.65 5.54
C: 6.73 3.54 6.17
C: 6.66 3.72 7.55
C: 5.74 2.99 8.29
C: 4.89 2.10 7.66
C: 2.05 1.23 6.11
C: 1.01 0.32 6.19
C: -0.27 0.73 6.56
C: -0.50 2.06 6.88
C: 0.55 2.98 6.82
C: 1.81 2.57 6.43
P: 2.01 1.41 1.28
C: 3.62 1.51 0.43
C: 4.39 2.66 0.26
C: 5.63 2.58 -0.35
C: 6.13 1.37 -0.79
C: 5.37 0.21 -0.62
C: 4.13 0.29 -0.02
C: 1.51 3.11 1.68
C: 0.95 3.41 2.92
C: 0.44 4.67 3.18
C: 0.49 5.66 2.20
C: 1.03 5.37 0.96
C: 1.53 4.10 0.70
H: 1.59 0.64 3.50
H: 2.82 -0.32 2.72
H: 3.39 2.50 3.78
H: 4.56 1.34 3.12
H: 5.94 2.53 4.47
H: 7.45 4.10 5.59
H: 7.33 4.41 8.04
H: 5.69 3.12 9.36
H: 4.17 1.54 8.25
H: 1.19 -0.73 5.97
H: -1.07 0.01 6.63
H: -1.48 2.39 7.19
H: 0.38 4.01 7.09
H: 2.62 3.29 6.38
H: 4.03 3.61 0.63
H: 6.22 3.48 -0.47
H: 7.10 1.32 -1.27
H: 5.75 -0.74 -0.96
H: 3.54 -0.61 0.11
H: 0.90 2.66 3.71
H: 0.02 4.88 4.15
H: 0.09 6.64 2.41
H: 1.06 6.12 0.19
H: 1.90 3.88 -0.29
C: -1.55 0.19 1.49
C: -2.13 -0.99 2.18
C: -3.14 -1.77 1.60
C: -3.62 -2.92 2.22
C: -3.13 -3.31 3.46
C: -2.17 -2.52 4.08
C: -1.70 -1.38 3.45
H: -1.16 0.90 2.23
H: -2.33 0.72 0.94
H: -3.61 -1.45 0.68
H: -4.40 -3.49 1.74
H: -3.51 -4.20 3.94
H: -1.81 -2.78 5.06
H: -1.00 -0.73 3.99

=====

The following is a quantum chemistry calculation of 15 unconnected molecules or ions with the total composition C57H74BF8IN16O7S2 at a distorted geometry, from the Open Molecules 2025 dataset.

Calculated values
Multiplicity ... 1
Charge ... 0
Orbital gap ... 0.226 Ha

CARTESIAN COORDINATES (ANGSTROEM)
C: 6.15 -4.02 -3.27
C: 6.51 -4.28 -1.66
S: 6.45 -6.08 -1.17
C: 5.40 -6.33 0.40
C: 4.10 -5.29 0.42
C: 3.13 -5.15 -0.92
F: 3.34 -5.92 -2.19
C: 1.85 -4.08 -0.95
C: 0.89 -3.87 -2.28
C: -0.26 -5.03 -2.43
C: -0.77 -5.67 -1.01
C: -0.06 -7.14 -0.69
C: -2.41 -5.94 -1.15
C: 1.53 -3.15 0.37
C: 2.51 -3.32 1.72
C: 3.78 -4.37 1.78
C: 4.75 -4.52 3.10
N: 4.85 -5.96 3.63
C: 2.08 -2.32 2.99
O: 2.02 -2.86 4.20
C: 1.71 -0.78 2.56
C: 0.74 -0.61 1.21
C: 0.29 0.89 0.73
C: -0.65 1.02 -0.60
C: -2.26 0.85 -0.34
C: -2.83 1.93 0.76
I: -4.81 2.74 0.23
C: 0.84 2.17 1.59
O: 0.47 3.53 1.16
B: 1.53 4.05 0.25
O: 2.17 3.22 -0.81
O: 2.03 5.46 0.39
C: 1.82 2.00 2.90
N: 2.31 3.26 3.63
C: 2.29 0.49 3.42
S: 3.44 0.43 4.89
O: 4.60 1.44 4.55
O: 4.19 -0.94 5.08
C: 2.72 1.03 6.51
F: 2.86 2.54 6.51
F: 3.60 0.58 7.65
C: 1.18 0.60 6.82
F: 0.20 0.94 5.74
F: 0.75 1.43 8.00
C: 0.96 -0.96 7.27
F: -0.34 -1.42 6.71
F: 0.77 -0.96 8.77
F: 2.10 -1.86 7.01
C: 0.30 -2.02 0.42
O: -0.93 -2.23 -0.08
H: 6.70 -3.07 -3.71
H: 5.00 -3.82 -3.35
H: 6.42 -4.94 -3.95
H: 5.82 -3.57 -1.04
H: 7.62 -3.87 -1.52
H: 5.05 -7.44 0.54
H: 6.15 -6.11 1.30
H: 0.42 -2.77 -2.30
H: 1.57 -3.94 -3.26
H: 0.25 -5.92 -3.03
H: -1.16 -4.60 -3.08
H: -0.66 -4.95 -0.08
H: 1.12 -7.06 -0.62
H: -0.43 -7.55 0.37
H: -0.33 -7.91 -1.54
H: -2.84 -5.79 -0.06
H: -2.63 -7.04 -1.49
H: -2.90 -5.12 -1.83
H: 5.83 -4.19 2.75
H: 4.46 -3.82 4.00
H: 5.79 -6.00 4.09
H: 4.08 -6.14 4.32
H: -0.28 0.21 -1.39
H: -0.49 2.07 -1.14
H: -2.60 -0.22 0.00
H: -2.82 1.08 -1.37
H: -2.08 2.84 0.75
H: -2.86 1.39 1.79
H: 3.14 3.16 -0.53
H: 2.38 5.56 1.33
H: 3.06 3.64 2.99
H: 1.50 3.93 3.56
C: -3.16 7.09 -1.12
C: -2.45 5.75 -0.98
N: -1.86 4.64 -0.86
H: -4.19 6.93 -1.43
H: -3.15 7.62 -0.16
H: -2.65 7.71 -1.86
C: 5.79 6.61 0.56
C: 4.94 5.79 1.52
N: 4.23 5.11 2.31
H: 5.40 6.51 -0.46
H: 5.76 7.67 0.85
H: 6.82 6.26 0.59
C: -5.26 -0.78 -2.12
C: -4.55 -2.12 -1.98
N: -3.96 -3.23 -1.86
H: -6.29 -0.94 -2.44
H: -5.25 -0.25 -1.16
H: -4.75 -0.16 -2.87
C: -6.44 -6.08 -2.19
C: -5.73 -7.42 -2.05
N: -5.14 -8.53 -1.93
H: -7.47 -6.24 -2.50
H: -6.43 -5.56 -1.23
H: -5.93 -5.47 -2.93
C: 8.71 -7.76 -5.16
C: 9.05 -6.53 -4.32
N: 9.33 -5.52 -3.63
H: 8.98 -8.67 -4.61
H: 7.63 -7.77 -5.37
H: 9.26 -7.73 -6.10
C: -5.22 4.98 -3.84
C: -4.51 3.64 -3.70
N: -3.92 2.53 -3.58
H: -6.26 4.82 -4.15
H: -5.22 5.51 -2.88
H: -4.71 5.60 -4.58
C: -4.93 4.21 4.53
C: -5.05 5.15 3.34
N: -5.14 5.92 2.35
H: -4.71 4.79 5.44
H: -5.88 3.68 4.68
H: -4.13 3.49 4.37
C: -6.20 9.33 -3.98
C: -6.12 8.40 -5.19
N: -6.05 7.64 -6.18
H: -5.43 9.07 -3.26
H: -6.06 10.37 -4.30
H: -7.18 9.24 -3.51
C: 2.43 8.57 -1.74
C: 0.99 8.60 -2.22
N: -0.20 8.63 -2.63
H: 2.59 7.70 -1.09
H: 3.11 8.51 -2.59
H: 2.65 9.48 -1.17
C: -8.71 4.17 -0.12
C: -8.32 4.87 -1.40
N: -7.99 5.46 -2.47
H: -9.76 4.38 0.12
H: -8.59 3.09 -0.23
H: -8.08 4.51 0.71
C: -2.25 11.69 -2.32
C: -3.69 11.72 -2.81
N: -4.89 11.74 -3.21
H: -2.10 10.82 -1.68
H: -1.57 11.63 -3.18
H: -2.03 12.60 -1.76
C: 3.72 3.16 9.83
C: 4.07 4.38 10.66
N: 4.35 5.39 11.36
H: 3.99 2.25 10.37
H: 2.65 3.14 9.61
H: 4.27 3.18 8.88
C: -6.06 -12.07 -1.67
C: -6.91 -12.88 -0.71
N: -7.62 -13.56 0.08
H: -6.44 -12.17 -2.69
H: -6.08 -11.01 -1.38
H: -5.03 -12.42 -1.64
C: 3.68 -5.64 -6.66
C: 5.00 -4.94 -6.36
N: 6.09 -4.37 -6.11
H: 3.09 -5.73 -5.75
H: 3.12 -5.07 -7.40
H: 3.87 -6.64 -7.05